Entry 1:
This record from the Open Molecules 2025 dataset describes a 2-piece molecular cluster, C5H6N overall in a non-equilibrium geometry. The level of theory is ωB97M-V/def2-TZVPD.

The charge is +1. For the HOMO-LUMO gap (spin up / spin down), the calculation gives 6.399 / 7.344 eV. The calculated total energy is -248.177232 Eh. The LUMO energy (spin up / spin down) comes out at -7.917 / -7.525 eV.

The geometry in XYZ format:
```
12
Properties=species:S:1:pos:R:3:forces:R:3:nbo_charge:R:1
C 4.1093 -0.5218 -0.0459 4.29 -2.89 -0.28 0.294
C 3.1699 0.2947 0.0095 -5.07 2.60 1.30 -0.046
C -0.6849 0.2887 0.3529 1.79 2.27 -1.04 -0.391
C -0.1399 -0.8799 -0.3460 0.01 -0.17 1.28 -0.195
C 0.7648 -0.1718 0.6536 1.29 0.78 -1.84 -0.109
N 1.9350 0.3779 -0.0830 -1.46 -0.46 -2.33 -0.181
H -0.8112 1.2601 -0.1715 0.21 -0.75 0.43 0.280
H -1.3288 0.1547 1.2019 -0.46 -0.35 -0.03 0.286
H -0.6410 -1.7822 -0.0609 0.38 -1.05 -0.60 0.295
H 0.2075 -0.8793 -1.5500 -0.18 0.20 0.89 0.106
H 1.1812 -0.5113 1.5690 -0.61 -0.93 0.89 0.274
H 1.1367 -0.4968 -1.7614 -0.19 0.75 1.32 0.387
```
Forces are in eV/Å.

=====

Entry 2:
This record from the Open Molecules 2025 dataset describes C20H30BiClO2 as an isolated structure in a non-equilibrium geometry. The level of theory is ωB97M-V/def2-TZVPD.

For the HOMO-LUMO gap (spin up / spin down), the calculation gives 6.424 / 6.423 eV. The calculated total energy is -1605.143619 Eh. The LUMO energy (spin up / spin down) comes out at -1.240 / -1.241 eV.

The geometry in XYZ format:
```
54
Properties=species:S:1:pos:R:3:forces:R:3:nbo_charge:R:1
O 0.2918 -0.2562 -6.7335 0.06 0.74 -2.46 -0.571
C 0.4548 1.0229 -7.4961 0.05 0.69 0.63 -0.067
C 0.3527 0.3952 -8.8812 0.09 -0.11 1.12 -0.472
H 1.4583 1.4388 -7.2970 -0.70 -0.02 0.09 0.205
H -0.3490 1.7578 -7.2889 0.58 -0.39 0.33 0.180
C 0.3948 -0.9193 -8.0583 -0.18 -0.24 -1.22 0.274
H 1.2146 0.6129 -9.5180 -0.32 -0.19 -0.05 0.213
H -0.6161 0.5731 -9.3706 0.50 -0.10 0.01 0.206
C 1.6900 -1.6909 -8.2268 0.00 -0.15 0.25 -0.629
H 2.5805 -1.0695 -8.0847 -0.21 0.01 0.06 0.215
H 1.7438 -2.1382 -9.2295 -0.08 0.14 0.25 0.214
H 1.7013 -2.4937 -7.4870 0.18 -0.07 -0.03 0.214
C -0.8042 -1.7736 -8.4018 0.06 -0.39 0.28 -0.621
H -1.7322 -1.1969 -8.3558 0.11 -0.13 0.19 0.214
H -0.8330 -2.6199 -7.7135 -0.32 -0.09 -0.02 0.211
H -0.7056 -2.1624 -9.4272 0.06 0.13 0.30 0.214
Bi -0.0820 -0.3072 -1.4975 -0.34 0.05 2.22 1.406
C -2.3384 -0.9171 0.9863 -0.03 0.04 -0.42 -0.291
C -1.6489 0.3092 0.7336 0.49 -0.99 -0.57 -0.341
C -2.3164 0.9579 -0.3804 -0.89 -0.66 -0.83 -0.383
H -0.9048 0.7806 1.3722 -0.23 -0.19 -0.11 0.232
C -3.4030 0.1088 -0.7752 0.79 0.44 0.27 -0.299
C -3.3816 -1.0482 0.0418 0.39 0.49 0.44 -0.271
H -4.0598 -1.8986 -0.0374 0.22 0.32 0.04 0.218
H -2.0850 -1.6121 1.7872 -0.07 0.19 -0.40 0.227
H -2.1693 1.9933 -0.6817 0.02 -0.27 0.03 0.240
H -4.1371 0.3324 -1.5522 0.38 -0.10 0.24 0.221
C 1.2350 -2.1262 1.6259 0.43 0.07 -0.71 -0.261
C 0.4752 -2.9608 0.7698 0.21 0.03 -0.69 -0.294
C 0.8836 -2.7332 -0.5751 -0.27 -0.18 1.12 -0.366
H -0.2623 -3.7048 1.0898 0.24 0.50 -0.21 0.222
C 1.9630 -1.7453 -0.5363 -0.56 0.59 0.59 -0.416
C 2.1369 -1.3724 0.8427 -0.09 -0.49 -0.31 -0.310
H 2.8958 -0.6742 1.2099 -0.38 -0.31 -0.15 0.219
H 1.1804 -2.1096 2.7154 -0.09 0.08 -0.40 0.218
H 0.5919 -3.3292 -1.4412 0.13 0.19 0.26 0.231
H 2.6874 -1.5773 -1.3386 -0.29 0.03 0.25 0.238
O 1.6486 2.6066 -5.2618 -1.25 -0.52 1.33 -0.537
C 1.0296 1.5918 -4.3914 0.62 0.11 0.35 -0.101
C -0.3601 2.1072 -4.0253 -0.03 0.32 -0.91 -0.425
H 1.6027 1.4967 -3.4432 0.19 0.22 -0.43 0.151
H 1.0203 0.5994 -4.8662 0.12 0.62 -0.19 0.231
C -0.1972 3.6436 -4.0939 -0.14 -0.08 -0.10 -0.437
H -0.7475 1.7502 -3.0642 0.16 0.24 -0.20 0.200
H -1.0631 1.7807 -4.7926 -0.09 -0.04 0.03 0.214
C 1.2002 3.8615 -4.7041 0.42 0.09 0.16 -0.076
H -0.2471 4.0980 -3.1026 -0.15 0.03 -0.30 0.219
H -0.9871 4.0717 -4.7229 0.23 0.00 0.17 0.210
H 1.9260 4.1858 -3.9308 -0.33 -0.19 -0.22 0.170
H 1.1921 4.6391 -5.4797 0.09 -0.42 -0.01 0.191
Cl 0.6706 2.9392 -1.1422 0.00 0.65 0.24 -0.070
C 1.1704 1.3565 -0.5499 0.26 -0.27 -0.27 -0.831
H 1.0924 1.3833 0.5349 -0.04 -0.39 -0.12 0.230
H 2.2076 1.2068 -0.8424 0.00 -0.02 0.07 0.218
```
Forces are in eV/Å.

=====

Entry 3:
This record from the Open Molecules 2025 dataset describes a 2-piece molecular cluster, C3H10N3O overall in a non-equilibrium geometry. The level of theory is ωB97M-V/def2-TZVPD.

The charge is +1. For the HOMO-LUMO gap, the calculation gives 8.784 eV. The calculated total energy is -359.582557 Eh. The LUMO energy comes out at -4.976 eV.

The geometry in XYZ format:
```
17
Properties=species:S:1:pos:R:3:forces:R:3:nbo_charge:R:1
C 2.7352 0.2017 0.6674 -0.47 0.11 0.11 -0.431
C 1.6157 -0.4181 -1.4040 0.00 -0.11 -0.11 0.127
N 1.8981 0.4388 -0.5152 -0.36 -0.26 0.06 -0.359
H 2.0778 0.3495 1.5256 0.19 0.04 0.07 0.268
H 3.5442 0.9274 0.6487 0.04 -0.05 0.12 0.248
H 3.1008 -0.8195 0.6604 0.08 0.01 -0.10 0.235
H 1.9949 -1.4291 -1.3221 0.23 0.05 0.00 0.226
H 0.9948 -0.1559 -2.2512 -0.14 0.11 0.13 0.233
H 1.4045 1.3302 -0.5430 0.25 0.09 -0.12 0.446
N -1.9666 -1.1040 -0.4412 0.44 0.38 0.18 -0.838
C -1.5204 -0.0974 0.3831 -0.70 0.54 -0.56 0.773
N -2.1156 1.1382 0.0783 -0.14 -0.32 0.74 -0.859
O -0.6887 -0.2128 1.2557 0.58 -0.28 0.01 -0.661
H -2.3041 -0.8122 -1.3410 -0.23 -0.19 -0.10 0.397
H -1.4683 -1.9715 -0.4002 0.01 -0.27 0.07 0.402
H -3.1032 1.0447 -0.1322 0.07 0.07 -0.28 0.392
H -2.0285 1.7445 0.8888 0.15 0.08 -0.21 0.400
```
Forces are in eV/Å.